1.
{"formula": "C32H50IrN11O2S3", "method": "ωB97M-V/def2-TZVPD", "species": ["Ir", "N", "C", "C", "C", "C", "N", "C", "N", "N", "C", "O", "O", "H", "H", "H", "H", "H", "H", "H", "H", "H", "H", "H", "H", "H", "H", "S", "C", "N", "C", "C", "C", "C", "C", "C", "C", "C", "C", "C", "H", "H", "H", "H", "H", "H", "H", "H", "H", "H", "H", "H", "S", "C", "N", "C", "C", "C", "C", "C", "C", "H", "H", "H", "H", "H", "C", "C", "C", "C", "N", "N", "H", "H", "H", "H", "H", "H", "H", "H", "H", "H", "H", "H", "C", "C", "C", "N", "N", "C", "N", "S", "H", "H", "H", "H", "H", "H", "H"], "coordinates": [[-1.319, -0.212, -0.329], [-2.473, 1.465, 1.059], [-2.916, 2.545, 0.187], [-3.262, 3.853, 0.915], [-2.130, 4.559, 1.687], [-1.503, 5.742, 0.946], [-0.736, 5.325, -0.227], [0.529, 4.967, -0.253], [0.949, 4.145, -1.225], [1.406, 5.427, 0.652], [-1.872, 2.758, -0.915], [-1.965, 3.759, -1.644], [-0.901, 1.923, -0.987], [-3.243, 1.090, 1.606], [-1.732, 1.756, 1.690], [-3.827, 2.216, -0.316], [-4.065, 3.613, 1.613], [-3.677, 4.536, 0.171], [-1.340, 3.853, 1.964], [-2.538, 4.960, 2.616], [-0.878, 6.314, 1.632], [-2.287, 6.403, 0.583], [-1.320, 4.906, -0.963], [0.270, 3.523, -1.658], [1.918, 3.882, -1.278], [1.153, 6.199, 1.243], [2.385, 5.223, 0.559], [-5.774, -0.309, 0.692], [-4.374, -0.613, -0.012], [-3.330, -0.798, -0.543], [-1.417, -3.515, 0.412], [-0.813, -2.849, 1.650], [-1.789, -3.043, 2.812], [-0.550, -1.341, 1.434], [0.576, -3.415, 1.983], [1.199, -3.073, 3.185], [2.498, -3.473, 3.462], [3.214, -4.224, 2.536], [2.607, -4.576, 1.340], [1.302, -4.174, 1.067], [-2.439, -3.156, 0.277], [-1.450, -4.602, 0.536], [-0.865, -3.280, -0.498], [-2.763, -2.624, 2.548], [-1.448, -2.546, 3.723], [-1.918, -4.105, 3.032], [-0.763, -0.766, 2.338], [0.672, -2.468, 3.915], [2.957, -3.197, 4.404], [4.229, -4.539, 2.751], [3.147, -5.172, 0.613], [0.855, -4.462, 0.124], [3.295, 1.045, 2.482], [1.793, 1.752, 1.999], [0.808, 1.626, 2.816], [1.194, 0.905, 3.940], [0.365, 0.556, 5.006], [0.895, -0.188, 6.040], [2.239, -0.582, 6.033], [3.075, -0.243, 4.988], [2.535, 0.498, 3.939], [1.691, 2.249, 1.039], [-0.673, 0.865, 5.005], [0.264, -0.473, 6.872], [2.629, -1.161, 6.861], [4.114, -0.550, 4.976], [-0.348, -1.987, -5.222], [-0.794, -2.948, -4.112], [0.116, -4.168, -4.075], [-2.242, -3.381, -4.327], [-0.672, -2.331, -2.777], [-1.444, -1.160, -2.555], [-0.398, -2.471, -6.200], [0.685, -1.666, -5.052], [-0.987, -1.101, -5.257], [0.086, -4.689, -5.032], [-0.205, -4.857, -3.291], [1.154, -3.877, -3.878], [-2.304, -4.047, -5.189], [-2.899, -2.530, -4.527], [-2.610, -3.917, -3.450], [0.292, -2.131, -2.562], [-2.413, -1.361, -2.752], [-1.122, -0.354, -3.090], [2.698, 2.855, -4.457], [2.123, 1.433, -4.538], [2.027, 0.781, -3.203], [0.898, 0.426, -2.643], [0.993, -0.145, -1.448], [2.300, -0.309, -1.040], [2.679, -0.895, 0.031], [3.422, 0.415, -2.256], [2.796, 3.271, -5.459], [3.688, 2.854, -3.997], [2.037, 3.506, -3.884], [2.766, 0.820, -5.172], [1.126, 1.452, -4.975], [0.465, -1.171, 1.128], [3.679, -1.031, 0.156]], "forces_ev_per_angstrom": [[-0.726, -0.251, 0.525], [0.185, -0.203, 0.146], [0.225, 0.101, -0.123], [-0.023, 0.040, -0.026], [-0.014, -0.040, -0.144], [0.204, -0.094, 0.023], [0.357, 0.676, 0.745], [-0.061, 0.118, -0.052], [0.212, 0.050, -0.041], [0.062, -0.032, 0.083], [-0.039, -0.428, 0.279], [-0.439, -0.964, -0.666], [-0.318, 0.011, -0.135], [0.001, -0.064, -0.041], [0.038, 0.048, 0.113], [-0.023, -0.102, -0.011], [-0.038, 0.013, -0.041], [-0.089, 0.002, 0.060], [0.026, 0.027, 0.099], [0.041, -0.067, 0.030], [0.005, 0.078, -0.007], [0.016, 0.119, 0.043], [0.021, 0.025, -0.145], [-0.003, 0.054, 0.033], [0.000, 0.070, 0.019], [0.029, 0.018, -0.016], [0.005, -0.030, 0.048], [-0.052, 0.045, 0.132], [0.208, 0.022, -0.209], [-0.411, -0.054, -0.118], [-0.032, 0.028, 0.070], [0.177, 0.060, -0.115], [-0.028, 0.015, 0.056], [-0.260, 0.527, -0.557], [-0.050, -0.043, -0.045], [0.056, 0.005, 0.020], [0.018, 0.000, -0.026], [-0.046, 0.003, -0.007], [-0.005, 0.016, -0.018], [0.021, -0.013, 0.023], [0.043, -0.026, -0.025], [-0.004, 0.047, -0.019], [-0.010, -0.066, -0.018], [0.016, -0.003, 0.009], [-0.007, -0.036, -0.024], [-0.018, 0.040, -0.012], [-0.079, 0.094, -0.098], [0.026, -0.014, -0.017], [-0.045, -0.012, -0.030], [-0.051, 0.002, -0.002], [-0.040, 0.025, 0.036], [0.025, 0.010, 0.056], [0.114, 0.061, 0.074], [-0.101, -0.059, 0.006], [-0.345, 0.072, -0.124], [0.163, -0.035, -0.096], [-0.058, -0.011, 0.012], [-0.056, 0.014, -0.006], [0.074, 0.003, -0.011], [0.038, -0.025, 0.006], [-0.063, 0.023, -0.044], [0.042, -0.029, 0.092], [0.028, -0.006, 0.004], [0.015, 0.012, -0.017], [-0.019, 0.023, -0.036], [-0.064, 0.002, 0.028], [-0.014, -0.065, 0.022], [0.103, 0.273, -0.138], [0.008, -0.052, 0.051], [0.024, -0.039, 0.015], [-0.431, -0.349, 0.033], [0.507, 0.342, 0.375], [-0.009, 0.042, 0.044], [-0.019, -0.019, -0.035], [0.024, -0.013, -0.034], [0.037, 0.012, 0.025], [0.027, 0.033, -0.032], [-0.046, -0.026, -0.016], [-0.025, 0.053, 0.007], [0.000, -0.043, 0.015], [0.007, 0.012, -0.041], [0.110, 0.134, 0.064], [-0.177, -0.030, 0.193], [-0.090, -0.102, -0.319], [-0.031, -0.108, -0.010], [-0.032, 0.143, 0.038], [0.672, -0.065, 0.137], [-0.373, -0.064, 0.158], [0.909, 0.078, -0.191], [0.787, 0.307, -0.468], [-0.792, -0.381, 0.195], [-0.614, -0.117, 0.050], [-0.016, 0.007, 0.028], [-0.019, 0.026, 0.000], [0.026, 0.015, -0.007], [-0.037, -0.030, -0.044], [-0.026, -0.062, -0.003], [0.708, -0.028, 0.264], [-0.070, 0.225, -0.123]], "orbital_gap_ev": [6.802, 5.014], "multiplicity": 6, "e_above_lowest_kj_mol": 71.21, "max_force_ev_per_a": 1.25, "charge": 1}



2.
{"formula": "C32H50O9Si2", "method": "ωB97M-V/def2-TZVPD", "species": ["C", "C", "C", "C", "Si", "C", "C", "C", "C", "O", "C", "C", "C", "C", "C", "C", "O", "Si", "C", "C", "C", "O", "C", "C", "C", "C", "C", "C", "C", "H", "H", "H", "H", "H", "H", "H", "H", "H", "H", "H", "H", "H", "H", "H", "H", "H", "H", "H", "H", "H", "H", "H", "H", "H", "H", "H", "H", "H", "H", "H", "H", "H", "H", "H", "H", "H", "H", "C", "C", "C", "O", "C", "O", "O", "H", "H", "H", "H", "H", "H", "C", "C", "C", "O", "C", "O", "O", "H", "H", "H", "H", "H", "H"], "coordinates": [[2.357, -1.396, 4.800], [3.103, -2.327, 3.655], [2.845, -1.767, 2.101], [2.987, -3.075, 1.127], [1.370, -4.066, 0.817], [0.168, -3.180, -0.428], [0.800, -2.929, -1.918], [-0.479, -2.527, -2.918], [1.905, -5.722, -0.099], [3.176, -6.269, 0.382], [4.342, -5.799, -0.365], [5.818, -6.419, 0.122], [7.206, -5.892, -0.645], [7.227, -4.789, -1.862], [5.775, -4.194, -2.357], [4.396, -4.709, -1.581], [0.516, -4.589, 2.259], [-0.490, -3.336, 2.954], [-2.159, -3.008, 2.062], [-2.460, -1.379, 2.216], [-4.022, -1.023, 2.561], [-1.947, -0.574, 1.096], [-1.782, 0.844, 1.456], [-0.415, 1.453, 0.718], [0.474, 2.709, 1.297], [1.834, 3.154, 0.431], [2.309, 2.453, -0.974], [1.406, 1.212, -1.559], [0.086, 0.757, -0.680], [1.949, -0.402, 4.330], [3.166, -1.138, 5.632], [1.518, -2.020, 5.347], [4.264, -2.362, 3.925], [2.737, -3.457, 3.772], [3.783, -1.068, 1.876], [1.849, -1.163, 1.991], [3.793, -3.801, 1.567], [3.384, -2.704, 0.080], [-0.744, -3.931, -0.574], [-0.174, -2.148, 0.006], [1.600, -2.061, -1.904], [1.296, -3.863, -2.417], [-1.159, -3.490, -3.100], [-0.017, -2.209, -3.961], [-1.186, -1.718, -2.455], [1.799, -5.644, -1.268], [1.067, -6.507, 0.230], [5.859, -7.183, 1.008], [8.240, -6.307, -0.272], [8.187, -4.386, -2.403], [5.650, -3.410, -3.245], [3.394, -4.238, -1.962], [0.193, -2.056, 3.097], [-0.836, -3.776, 4.330], [-2.238, -3.399, 0.963], [-3.018, -3.539, 2.698], [-1.826, -1.047, 3.172], [-4.111, 0.057, 3.060], [-4.615, -1.061, 1.543], [-4.392, -1.818, 3.347], [-2.679, 1.496, 1.013], [-1.736, 1.057, 2.605], [0.172, 3.282, 2.286], [2.499, 4.030, 0.852], [3.261, 2.774, -1.599], [1.651, 0.616, -2.542], [-0.561, -0.121, -1.107], [-3.723, 4.525, -3.587], [-2.397, 3.853, -3.287], [-1.330, 4.129, -4.303], [-0.487, 3.001, -4.168], [-1.287, 1.975, -3.740], [-0.950, 0.805, -3.707], [-2.515, 2.441, -3.362], [-4.542, 4.019, -3.065], [-3.704, 5.575, -3.283], [-3.958, 4.485, -4.656], [-2.069, 4.105, -2.271], [-0.780, 5.053, -4.098], [-1.702, 4.154, -5.333], [-5.262, 8.488, 1.443], [-4.357, 7.449, 0.810], [-3.871, 7.818, -0.559], [-3.610, 6.552, -1.137], [-4.465, 5.671, -0.529], [-4.666, 4.532, -0.908], [-5.066, 6.246, 0.556], [-5.874, 8.041, 2.233], [-4.675, 9.306, 1.871], [-5.955, 8.915, 0.710], [-3.528, 7.210, 1.487], [-2.965, 8.430, -0.536], [-4.628, 8.321, -1.172]], "forces_ev_per_angstrom": [[0.822, -0.502, 0.454], [-0.300, -0.009, 0.463], [1.840, -0.723, 0.897], [0.611, 1.033, -0.058], [0.211, -0.741, -0.322], [-0.174, -0.257, -0.627], [-1.105, 0.567, -0.515], [0.572, -0.752, -0.212], [-2.095, -0.786, -0.148], [2.333, 1.692, -2.917], [3.912, 0.669, -1.016], [-0.054, 3.112, -3.244], [-3.110, 1.342, -0.807], [-4.579, -0.840, 1.448], [0.253, -3.122, 3.497], [2.214, -0.990, 0.605], [-0.283, 2.803, -1.036], [-0.032, -1.882, -0.528], [-1.747, 0.676, -0.344], [0.059, 0.163, 1.697], [0.600, -0.040, -0.178], [-0.202, 0.634, 1.770], [0.456, 1.638, -1.116], [3.374, 0.928, -1.925], [1.139, -2.269, -3.811], [-1.748, -2.276, -1.272], [-3.717, -1.899, 1.756], [-1.396, 2.029, 4.371], [1.740, 2.328, 0.841], [0.678, -1.981, 1.022], [-1.841, -0.336, -1.734], [1.522, 1.505, -1.238], [-2.478, 0.163, -0.939], [0.628, 2.475, -0.417], [-2.280, -1.227, 0.375], [1.936, -1.219, 0.179], [-1.369, 1.421, -0.830], [-0.802, -0.906, 1.927], [1.651, 1.774, 0.366], [0.268, -1.911, -0.884], [-1.659, -1.681, 0.037], [-0.889, 1.614, 1.204], [1.574, 1.974, 0.442], [-1.278, -0.400, 2.162], [1.596, -1.353, -1.021], [0.600, -0.287, 2.213], [1.925, 1.433, -0.693], [-0.023, 1.666, -1.988], [-2.371, 0.837, -0.781], [-1.999, -1.142, 1.413], [0.363, -1.952, 2.260], [2.171, -1.040, 0.866], [0.298, 0.200, -0.230], [0.116, -0.064, -0.118], [0.084, 0.935, 2.060], [1.837, 1.052, -1.454], [-1.296, -0.588, -1.755], [0.192, -2.358, -1.243], [0.954, 0.031, 2.239], [0.521, 1.632, -1.703], [1.757, -1.570, 0.959], [0.069, -0.697, -2.057], [0.805, -1.360, -2.331], [-1.563, -1.965, -0.915], [-2.196, -0.535, 1.737], [-0.542, 1.481, 2.184], [1.399, 1.951, 0.965], [-0.402, -0.210, -0.419], [-1.107, 1.091, 0.116], [0.330, 0.804, -0.114], [-0.239, -1.093, 0.289], [0.461, -1.980, 0.100], [-0.653, 2.330, -0.164], [1.128, -0.834, -0.332], [0.373, 0.234, -0.066], [0.031, -0.275, -0.031], [0.199, -0.055, 0.017], [0.069, -0.003, -0.114], [0.066, -0.260, -0.015], [-0.176, 0.051, 0.147], [-0.315, 0.017, 0.064], [-0.379, 1.095, 0.822], [0.564, 0.789, -0.141], [-0.428, -0.906, 0.277], [-0.555, -2.248, -0.568], [0.454, 2.510, 1.184], [0.381, -0.761, -0.979], [0.261, 0.058, -0.044], [-0.041, -0.154, -0.042], [0.123, -0.112, 0.033], [0.021, 0.026, -0.152], [-0.075, -0.241, -0.108], [-0.046, 0.028, 0.238]], "orbital_gap_ev": 8.077, "max_force_ev_per_a": 5.02, "charge": 0}